{
  "formula": "C21H50AgCl6O13P3",
  "method": "the ωB97M-V functional and the def2-TZVPD basis",
  "max_force_ha_per_bohr": 0.04126,
  "orbital_gap_ev": [9.25, 6.71],
  "s2": 0.754,
  "multiplicity": 2,
  "charge": 1,
  "species": ["Ag", "C", "O", "H", "H", "H", "C", "C", "O", "P", "O", "O", "C", "C", "O", "C", "C", "H", "H", "H", "H", "H", "H", "H", "H", "H", "H", "H", "H", "H", "H", "H", "C", "C", "O", "P", "O", "O", "C", "C", "O", "C", "C", "H", "H", "H", "H", "H", "H", "H", "H", "H", "H", "H", "H", "H", "H", "H", "C", "C", "O", "P", "O", "O", "C", "C", "O", "C", "C", "H", "H", "H", "H", "H", "H", "H", "H", "H", "H", "H", "H", "H", "H", "H", "C", "Cl", "Cl", "Cl", "H", "C", "Cl", "Cl", "Cl", "H"],
  "xyz": [[1.311, -3.407, -0.851], [1.526, -0.406, 1.143], [1.286, -1.663, 0.673], [2.352, 0.113, 0.643], [0.648, 0.253, 1.069], [1.758, -0.410, 2.219], [-4.581, 5.114, 1.816], [-3.345, 5.039, 2.729], [-2.614, 3.843, 2.539], [-2.842, 2.591, 3.500], [-4.176, 1.978, 3.491], [-1.652, 1.626, 3.022], [-1.375, 0.506, 3.853], [0.011, 0.677, 4.463], [-2.382, 3.121, 4.937], [-2.943, 2.622, 6.166], [-3.819, 3.699, 6.787], [-4.301, 5.249, 0.770], [-5.156, 4.192, 1.891], [-5.182, 5.968, 2.126], [-2.715, 5.900, 2.516], [-3.761, 5.134, 3.735], [-2.092, 0.275, 4.643], [-1.353, -0.415, 3.261], [0.348, -0.279, 4.860], [0.724, 0.961, 3.682], [0.081, 1.499, 5.175], [-3.463, 1.676, 6.018], [-2.051, 2.442, 6.773], [-3.245, 4.618, 6.886], [-4.726, 3.893, 6.212], [-4.187, 3.409, 7.773], [-1.049, -1.022, -6.308], [-0.770, -1.931, -5.109], [-1.781, -1.646, -4.123], [-1.635, -2.342, -2.698], [-0.241, -2.536, -2.267], [-2.429, -3.715, -2.837], [-3.825, -3.850, -3.165], [-4.663, -3.800, -1.893], [-2.533, -1.402, -1.763], [-2.064, -0.844, -0.530], [-3.287, -0.352, 0.209], [-0.471, -1.343, -7.173], [-2.110, -1.098, -6.552], [-0.842, 0.026, -6.101], [-0.752, -2.992, -5.364], [0.220, -1.671, -4.727], [-4.104, -3.007, -3.803], [-4.011, -4.787, -3.684], [-4.614, -2.807, -1.459], [-5.682, -4.135, -2.091], [-4.262, -4.529, -1.185], [-1.522, -1.614, 0.031], [-1.330, -0.034, -0.605], [-3.911, 0.306, -0.396], [-3.951, -1.152, 0.540], [-2.989, 0.216, 1.090], [5.131, 0.189, -5.370], [4.129, -0.943, -5.588], [4.010, -1.783, -4.411], [3.337, -1.239, -3.064], [2.712, -2.302, -2.260], [4.467, -0.364, -2.365], [4.864, -0.585, -0.983], [6.161, -1.401, -1.026], [2.288, -0.145, -3.619], [1.474, 0.535, -2.642], [0.647, 1.607, -3.366], [4.650, 0.927, -4.723], [6.012, -0.191, -4.859], [5.364, 0.700, -6.301], [3.153, -0.583, -5.902], [4.546, -1.619, -6.333], [5.032, 0.386, -0.528], [4.084, -1.176, -0.505], [6.987, -0.910, -1.533], [6.511, -1.666, -0.023], [5.967, -2.379, -1.470], [0.797, -0.192, -2.192], [2.120, 0.974, -1.877], [-0.337, 1.207, -3.594], [0.667, 2.520, -2.776], [1.146, 1.854, -4.305], [1.292, -3.015, 3.898], [1.712, -4.672, 3.376], [2.705, -2.210, 4.634], [-0.028, -2.984, 5.021], [1.111, -2.456, 2.989], [4.656, 0.816, 3.773], [5.195, 2.183, 2.808], [4.559, 1.308, 5.462], [5.716, -0.625, 3.660], [3.683, 0.481, 3.438]],
  "mulliken_spin": [0.014, 0.013, 0.853, 0.003, 0.061, 0.055, 0.000, 0.000, 0.000, 0.000, 0.000, -0.001, 0.000, 0.004, 0.000, 0.000, 0.000, 0.000, 0.000, 0.000, 0.000, 0.000, 0.000, -0.001, 0.000, 0.000, 0.000, 0.000, 0.000, 0.000, 0.000, 0.000, 0.000, 0.000, 0.000, 0.000, 0.000, 0.000, 0.000, 0.000, 0.001, 0.010, -0.001, 0.000, 0.000, 0.000, 0.000, 0.000, 0.000, 0.000, 0.000, 0.000, 0.000, -0.008, -0.002, 0.000, 0.000, 0.001, 0.000, 0.000, 0.000, -0.003, 0.001, 0.000, 0.001, 0.000, 0.001, -0.008, 0.000, 0.000, 0.000, 0.000, 0.000, 0.000, 0.000, -0.005, 0.000, 0.000, 0.000, 0.007, -0.001, 0.000, 0.000, 0.000, 0.007, 0.000, 0.001, 0.000, -0.008, -0.001, 0.000, 0.000, 0.000, 0.004]
}



{
  "formula": "C21H50BIN4O3",
  "method": "the ωB97M-V functional and the def2-TZVPD basis",
  "max_force_ha_per_bohr": 0.01485,
  "orbital_gap_ev": 8.41,
  "smiles": "[H]/N=C\\C[C@@H](O[C@@H](CN)CB(O)O)[C@@H](I)CC.CCN(CC)CC.CCN(CC)CC",
  "charge": 0,
  "species": ["H", "N", "C", "C", "C", "O", "C", "C", "N", "C", "B", "O", "O", "C", "I", "C", "C", "H", "H", "H", "H", "H", "H", "H", "H", "H", "H", "H", "H", "H", "H", "H", "H", "H", "H", "H", "C", "C", "N", "C", "C", "C", "C", "H", "H", "H", "H", "H", "H", "H", "H", "H", "H", "H", "H", "H", "H", "H", "C", "C", "N", "C", "C", "C", "C", "H", "H", "H", "H", "H", "H", "H", "H", "H", "H", "H", "H", "H", "H", "H"],
  "xyz": [[4.307, 5.620, 2.744], [3.682, 6.426, 2.807], [3.257, 6.732, 1.654], [3.627, 6.026, 0.365], [3.025, 4.629, 0.224], [3.438, 3.920, 1.383], [3.484, 2.498, 1.310], [4.765, 1.999, 0.612], [4.641, 1.546, -0.769], [3.348, 2.019, 2.757], [1.893, 2.324, 3.328], [1.358, 3.581, 3.402], [1.042, 1.312, 3.685], [1.485, 4.481, 0.083], [0.420, 6.311, -0.312], [1.055, 3.421, -0.957], [0.163, 2.313, -0.373], [2.570, 7.574, 1.580], [3.373, 6.634, -0.503], [4.713, 5.893, 0.359], [3.478, 4.172, -0.664], [2.627, 2.114, 0.738], [5.493, 2.813, 0.634], [5.182, 1.177, 1.198], [4.603, 2.311, -1.427], [3.827, 0.961, -0.909], [3.526, 0.940, 2.785], [4.143, 2.492, 3.343], [1.955, 4.279, 3.683], [1.319, 0.448, 3.378], [1.121, 4.189, 1.065], [0.524, 3.894, -1.781], [1.955, 2.978, -1.392], [-0.622, 2.030, -1.072], [0.731, 1.409, -0.145], [-0.318, 2.634, 0.553], [-3.804, 2.189, -0.814], [-4.698, 1.013, -0.459], [-4.185, -0.252, -0.960], [-5.134, -1.348, -0.855], [-5.554, -1.809, 0.545], [-2.814, -0.560, -0.588], [-2.462, -0.615, 0.905], [-3.633, 2.242, -1.891], [-4.272, 3.121, -0.494], [-2.839, 2.127, -0.313], [-5.685, 1.159, -0.908], [-4.856, 1.012, 0.632], [-4.718, -2.199, -1.403], [-6.030, -1.045, -1.405], [-4.768, -2.377, 1.043], [-6.428, -2.459, 0.469], [-5.824, -0.968, 1.184], [-2.165, 0.180, -1.063], [-2.556, -1.512, -1.060], [-2.902, 0.219, 1.454], [-1.379, -0.550, 1.031], [-2.790, -1.541, 1.376], [-1.602, -6.995, -2.776], [-1.303, -5.605, -2.238], [-0.865, -5.610, -0.853], [-0.849, -4.291, -0.248], [0.133, -3.250, -0.799], [0.276, -6.462, -0.553], [1.582, -6.205, -1.317], [-2.327, -7.505, -2.140], [-2.017, -6.919, -3.781], [-0.706, -7.613, -2.839], [-2.218, -5.006, -2.276], [-0.587, -5.110, -2.915], [-0.673, -4.416, 0.824], [-1.863, -3.886, -0.340], [1.160, -3.443, -0.491], [-0.143, -2.264, -0.418], [0.107, -3.200, -1.889], [-0.024, -7.497, -0.726], [0.459, -6.388, 0.522], [1.399, -6.048, -2.381], [2.240, -7.071, -1.222], [2.123, -5.340, -0.937]],
  "lowdin_charge": [0.046, 0.104, -0.270, -0.169, -0.369, -0.125, -0.329, -0.204, 0.007, -0.017, -0.656, 0.166, 0.174, -0.623, 0.924, -0.304, -0.089, 0.069, 0.082, 0.123, 0.130, 0.126, 0.127, 0.111, 0.056, 0.065, 0.109, 0.125, 0.100, 0.094, 0.057, 0.064, 0.091, 0.056, 0.065, 0.085, -0.086, -0.269, -0.197, -0.249, -0.084, -0.246, -0.075, 0.084, 0.077, 0.042, 0.117, 0.103, 0.109, 0.109, 0.054, 0.070, 0.066, 0.088, 0.101, 0.070, 0.058, 0.055, -0.091, -0.275, -0.201, -0.248, -0.079, -0.246, -0.082, 0.080, 0.073, 0.064, 0.115, 0.101, 0.113, 0.099, 0.056, 0.050, 0.070, 0.100, 0.113, 0.066, 0.071, 0.053]
}